Formula: CH3FN2O
Source: the OMol25 dataset
Level of theory: the ωB97M-V functional and the def2-TZVPD basis

charge	0
total energy	-8823.677	eV
relative energy (zero: lowest compared OMol25 entry of this formula, charge and spin)	152.0	kcal/mol
gap between HOMO and LUMO	9.08	eV

XYZ file:
```
8
Properties=species:S:1:pos:R:3:nbo_charge:R:1
F 2.61809 0.13952 -0.52066 -0.34
O -0.76038 -0.12953 -0.47772 -0.43
N -1.24846 -0.05765 1.10731 -0.55
N 1.20891 -0.08716 0.03288 -0.09
C 0.40226 0.21969 -0.98363 0.35
H 0.50356 0.57832 -2.02829 0.23
H -0.45043 -0.61825 1.35341 0.40
H -2.27355 -0.04494 1.51670 0.43
```

Formula: C2H6P2S
Source: the OMol25 dataset
Level of theory: the ωB97M-V functional and the def2-TZVPD basis

charge	0
total energy	-31583.004	eV
relative energy (zero: lowest compared OMol25 entry of this formula, charge and spin)	0.2	kcal/mol
gap between HOMO and LUMO	7.77	eV

XYZ file:
```
11
Properties=species:S:1:pos:R:3:nbo_charge:R:1
S -0.75107 0.81866 0.34555 -0.05
P -0.23761 1.54606 -1.48654 0.18
P -1.96538 2.08454 -2.37137 -0.10
C 0.31999 -1.60169 0.99433 -0.63
C 0.69124 -0.16575 0.86034 -0.52
H -1.09977 2.97366 -3.26476 0.00
H -0.10530 -1.81751 2.05193 0.22
H 1.42246 -0.03421 0.09499 0.22
H 1.04571 0.22627 1.84632 0.23
H 1.17723 -2.30780 0.65087 0.22
H -0.49750 -1.72225 0.27834 0.22
```

Formula: C3H5F2NO2S
Source: the OMol25 dataset
Level of theory: the ωB97M-V functional and the def2-TZVPD basis

charge	0
total energy	-25040.661	eV
relative energy (zero: lowest compared OMol25 entry of this formula, charge and spin)	114.3	kcal/mol
gap between HOMO and LUMO (alpha / beta)	10.48 / 7.53	eV

XYZ file:
```
14
Properties=species:S:1:pos:R:3:nbo_charge:R:1
S -1.41358 0.37671 -0.31868 2.30
F 1.87962 -1.73502 0.44392 -0.31
F 3.32676 1.03838 2.17610 -0.32
O -1.99355 0.58001 0.97235 -0.92
O -0.82194 1.39609 -1.12153 -0.89
N -2.64162 -0.56311 -1.00793 -1.14
C 0.84475 -0.92669 0.18322 0.52
C 2.78625 1.26138 1.00668 0.10
C -0.32991 -1.04137 -0.34500 -0.75
H -0.73649 -1.91213 -0.83530 0.27
H -3.23660 -1.03547 -0.29395 0.43
H 3.39658 1.04971 0.12456 0.15
H -2.98558 -0.31825 -1.96242 0.42
H 1.92532 1.82974 0.97800 0.15
```

Formula: C11H28N3
Source: the OMol25 dataset
Level of theory: the ωB97M-V functional and the def2-TZVPD basis

charge	+1
total energy	-16320.690	eV
relative energy (zero: lowest compared OMol25 entry of this formula, charge and spin)	0.0	kcal/mol
gap between HOMO and LUMO	8.90	eV

XYZ file:
```
42
Properties=species:S:1:pos:R:3:nbo_charge:R:1
N 0.86155 -0.09090 2.01599 -0.35
N -1.87802 -3.06744 0.13543 -0.67
N -1.75612 -2.21457 -0.98280 -0.37
C 0.51403 1.27740 1.38191 -0.02
C 0.09429 2.13754 2.51627 -0.65
C -0.54171 -1.28609 -3.55915 -0.61
C -0.24980 -0.70302 2.73875 -0.43
C 1.57474 -1.13476 1.18165 -0.42
C -0.29402 0.81645 -2.32890 -0.58
C -1.05781 -0.48585 -2.39544 -0.16
C -2.50577 -0.04319 -2.56106 -0.61
C 1.67643 1.84224 0.52298 -0.41
C -1.01576 -1.17196 -0.99134 0.02
C 2.89720 2.20391 1.39672 -0.61
H 1.66002 -2.10652 1.69387 0.23
H 0.56161 3.07864 2.43149 0.25
H 0.54761 -1.54405 -3.73177 0.23
H -2.46011 -2.48341 -1.61438 0.37
H -3.12906 -0.83034 -2.90011 0.20
H 1.65938 0.03527 2.71029 0.43
H 1.96256 1.09477 -0.19411 0.22
H -0.73544 -0.69766 -4.38990 0.22
H -0.65530 1.52483 -1.52045 0.18
H -0.39437 1.36645 -3.24088 0.22
H -1.08075 -0.44289 2.18203 0.23
H 0.64038 0.59605 -2.02150 0.19
H 1.42786 2.65114 -0.05397 0.24
H -2.90826 0.44642 -1.69999 0.22
H 0.48914 1.77272 3.38741 0.21
H 3.47019 1.39433 1.66210 0.20
H -0.16301 -1.77925 2.82891 0.23
H -2.66025 0.62286 -3.34094 0.22
H -1.04361 -2.94148 0.69259 0.37
H -1.16577 -2.19261 -3.51681 0.20
H -0.97322 2.10284 2.71916 0.24
H 1.07504 -1.28642 0.29844 0.26
H -2.21580 -4.01426 -0.10135 0.39
H -0.49927 -0.28958 3.71036 0.24
H 2.55017 2.57464 2.38879 0.20
H 2.50917 -0.73124 0.90422 0.22
H 3.52372 2.86733 1.00181 0.23
H -0.31182 1.13167 0.64367 0.26
```